Formula: C18H31BrCl2N4O5PS2
Source: the OMol25 dataset
Level of theory: ωB97M-V/def2-TZVPD

Calculated values
Maximum force ... 8.83 eV Å⁻¹
HOMO-LUMO gap ... 8.50 eV
E_LUMO ... -3.02 eV

The geometry in ORCA input format:
```
! wB97M-V def2-TZVPD RIJCOSX def2/J DEFGRID3
* xyz 1 1
C 4.50919 -0.87496 1.92493
C 4.48561 0.54110 1.03445
Cl 3.99723 2.02805 2.05940
C 3.70147 0.40789 -0.39183
Cl 4.10291 -1.18890 -1.31656
C 2.07440 0.56922 -0.33851
C 1.34775 -0.07787 0.98391
C -0.31789 0.11251 0.98483
C -0.81927 -0.85417 -0.26667
C -2.34994 -1.40275 -0.14861
S -2.57752 -2.98557 0.82493
C -4.16894 -2.69022 1.83216
N -5.60436 -3.05130 1.52132
N -6.50272 -2.61423 2.52116
C -5.74266 -1.89234 3.64896
O -4.35459 -2.00593 3.12154
C -0.84757 -0.39056 2.46061
C -0.13720 -1.77350 3.00964
C 1.10961 -1.53631 4.04725
O 2.29767 -2.18685 3.91223
O 1.02443 -0.61515 5.20758
C -0.53253 1.72343 0.70483
S 0.25132 2.82201 2.05938
P -2.34413 2.30583 0.57491
O -3.38142 1.48486 1.76248
Br -3.15811 1.75374 -1.52458
C 0.20784 2.23874 -0.70434
N 1.72828 2.01092 -0.63084
H 4.35530 -0.65647 3.07272
H 3.73959 -1.63032 1.46842
H 5.59547 -1.36162 1.83411
H 5.63460 0.72519 0.76344
H 4.11019 1.27479 -1.10036
H 1.65637 -0.05438 -1.26800
H 1.65499 -1.23220 0.96521
H 1.72546 0.33268 2.01182
H -0.65121 -0.38761 -1.32576
H -0.10835 -1.81193 -0.21734
H -3.13597 -0.63002 0.26264
H -2.70702 -1.64897 -1.26145
H -6.15026 -1.39071 4.62530
H -2.02084 -0.60866 2.49658
H -0.67606 0.41235 3.32733
H 0.27661 -2.45975 2.12485
H -0.91918 -2.46795 3.58304
H 1.91404 -0.15545 5.35716
H -0.87378 3.22894 2.82415
H -4.18468 1.08876 1.29831
H -0.06439 3.39676 -0.80606
H -0.22302 1.72336 -1.66213
H 2.22213 2.71897 -0.04051
H 2.06380 2.19424 -1.62537
C 0.71455 -0.20823 -4.49167
O 1.35148 0.24160 -3.54716
N -0.02961 0.53749 -5.38088
C -0.75665 -0.07148 -6.47511
C -0.08725 1.97495 -5.21701
H 0.69035 -1.28909 -4.70704
H -0.38489 0.33916 -7.41826
H -1.81970 0.16173 -6.36626
H -0.62582 -1.15687 -6.47985
H 0.92701 2.38102 -5.27698
H -0.50054 2.20448 -4.23030
H -0.71161 2.42756 -5.99215
*
```

Formula: C2H3AgF4NO4S2
Source: the OMol25 dataset
Level of theory: ωB97M-V/def2-TZVPD

Calculated values
ΔE to the lowest compared entry with this formula, charge and spin ... 360.66 kJ/mol
Maximum force ... 4.67 eV Å⁻¹
HOMO-LUMO gap ... 8.19 eV
E_LUMO ... 2.88 eV

The geometry in ORCA input format:
```
! wB97M-V def2-TZVPD RIJCOSX def2/J DEFGRID3
* xyz -1 1
N -0.68595 0.01780 0.33767
S -2.51623 0.42096 0.10185
O -2.49980 0.84802 -1.35781
O -2.63164 1.60737 1.00815
S -0.25666 -1.32119 -0.39724
O 0.27829 -1.16214 -1.77466
O -1.19849 -2.44159 -0.27579
C 1.28474 -1.86480 0.52640
F 2.28314 -1.03911 0.24150
F 1.06727 -1.87297 1.83152
F 1.61357 -3.08842 0.13310
Ag -0.55213 0.94915 -2.57530
F 0.67962 2.32997 -1.30708
C 0.64191 1.60091 0.59777
H 0.01024 2.43375 0.93320
H 1.72507 1.52691 0.43446
H 0.75705 1.05539 1.54225
*
```

Formula: C4H7N3O
Source: the OMol25 dataset
Level of theory: ωB97M-V/def2-TZVPD

Calculated values
ΔE to the lowest compared entry with this formula, charge and spin ... 521.96 kJ/mol
Maximum force ... 1.77 eV Å⁻¹
HOMO-LUMO gap (spin up / spin down) ... 7.03 / 7.95 eV
E_LUMO (spin up / spin down) ... -1.15 / -0.44 eV

The geometry in ORCA input format:
```
! wB97M-V def2-TZVPD RIJCOSX def2/J DEFGRID3
* xyz 0 1
C 2.44290 0.05827 0.60790
C -2.01791 0.45617 -1.17200
N 1.09446 -0.16332 0.10419
C -0.95139 0.10950 -0.18511
O -1.42867 -0.06551 1.12536
N 0.27082 0.78872 -0.27236
C 0.36026 -1.38997 0.07303
N 0.42506 -2.54965 0.29121
H -1.60841 0.81299 1.49472
H 2.43919 0.06611 1.69967
H 2.79031 1.02329 0.24138
H 3.07541 -0.75396 0.25143
H -1.59609 0.57669 -2.17013
H -2.75497 -0.34831 -1.19885
H -2.54097 1.37898 -0.89044
*
```

Formula: C4H9NO
Source: the OMol25 dataset
Level of theory: ωB97M-V/def2-TZVPD

Calculated values
ΔE to the lowest compared entry with this formula, charge and spin ... 479.22 kJ/mol
Maximum force ... 7.59 eV Å⁻¹
HOMO-LUMO gap ... 8.52 eV
E_LUMO ... 0.69 eV

The geometry in ORCA input format:
```
! wB97M-V def2-TZVPD RIJCOSX def2/J DEFGRID3
* xyz 0 1
C -2.25691 0.33962 0.37594
C -1.33675 -0.46570 -0.49537
N 0.92527 -0.25363 -0.76257
C 0.39291 -0.33614 0.41169
O 0.49350 -0.82114 1.49597
C 2.64453 0.22454 0.02988
H -3.30217 0.10396 0.16069
H -2.11900 1.41977 0.23064
H -2.06399 0.11622 1.43129
H -1.39224 -1.54567 -0.35288
H -1.45217 -0.23942 -1.58156
H 0.70144 0.57677 -1.30160
H 2.85103 1.17362 -0.45780
H 3.23696 -0.61275 -0.31655
H 2.67759 0.31996 1.13223
*
```